1.
Formula: C20H46Br18FNNbO2S
Source: OMol25
Level of theory: ωB97M-V with the def2-TZVPD basis set

Last column: Mulliken charge in e.
Geometry (Å):
C: -5.5794 -2.6795 3.5515  -1.30
C: -5.4382 -1.9162 2.2387  0.11
N: -4.1706 -2.2773 1.5845  -0.68
Nb: -3.5135 -0.7518 0.4583  -0.52
S: -2.8726 -2.7640 -1.1593  0.76
O: -4.0141 -2.9557 -2.0199  -0.67
O: -2.4574 -3.9725 -0.4695  -0.58
F: -1.5986 -2.4863 -2.1374  -0.23
H: -4.8602 -2.3184 4.2831  0.30
H: -5.3185 -3.7188 3.3656  0.37
H: -6.5913 -2.6266 3.9430  0.24
H: -5.4863 -0.8416 2.4133  0.40
H: -6.2776 -2.2031 1.6125  0.15
H: -4.2825 -3.1878 1.1466  0.24
H: -1.8451 -0.7694 1.2422  0.02
H: -2.6452 0.2243 -0.8015  0.22
H: -5.1862 -0.4395 -0.3130  0.00
H: -3.7588 0.6095 1.5930  0.05
Br: -4.3251 3.6309 -3.8074  -0.16
C: -6.0968 3.3960 -3.0323  -0.52
C: -6.0532 3.3426 -1.5300  -0.80
Br: -5.3907 1.5469 -0.8836  0.21
H: -6.4980 2.4818 -3.4596  0.34
H: -6.6748 4.2470 -3.3877  0.35
H: -7.0584 3.4247 -1.1197  0.32
H: -5.4240 4.1255 -1.1153  0.37
Br: 3.9771 0.0787 -2.6477  -0.17
C: 2.8014 -1.1451 -1.6816  -0.56
C: 1.3540 -0.9464 -2.0350  -0.46
Br: 0.5862 0.6216 -1.2098  -0.11
H: 2.9981 -0.9881 -0.6262  0.37
H: 3.1286 -2.1404 -1.9725  0.39
H: 0.7641 -1.7814 -1.6620  0.16
H: 1.2018 -0.8462 -3.1045  0.36
Br: -8.5747 -0.3072 4.8040  -0.13
C: -9.9608 -0.0277 3.4695  -0.39
C: -9.8865 -1.0323 2.3515  -0.62
Br: -8.4346 -0.6509 1.1228  -0.11
H: -9.8510 0.9922 3.1166  0.38
H: -10.9009 -0.1273 4.0074  0.13
H: -10.7970 -0.9860 1.7582  0.36
H: -9.7358 -2.0449 2.7110  0.38
Br: 6.2866 4.6010 0.0844  -0.15
C: 7.1762 2.8746 -0.0207  0.03
C: 6.1995 1.7336 -0.0856  -0.56
Br: 5.3849 1.3623 1.6413  -0.17
H: 7.8322 2.8133 0.8417  0.38
H: 7.7646 2.9064 -0.9338  -0.23
H: 6.7098 0.8148 -0.3657  0.35
H: 5.3833 1.9192 -0.7746  0.32
Br: -14.0790 -0.3997 6.1455  -0.13
C: -12.8411 0.7141 7.1465  -0.58
C: -13.0112 2.1763 6.8282  -0.55
Br: -12.2636 2.6213 5.0950  -0.12
H: -11.8428 0.3595 6.9102  0.31
H: -13.0584 0.5279 8.1952  0.36
H: -12.4655 2.7799 7.5494  0.34
H: -14.0516 2.4821 6.8080  0.37
Br: 8.3794 1.4030 -3.1270  -0.09
C: 10.0291 2.2238 -3.7468  -0.42
C: 11.0639 2.2758 -2.6563  -0.60
Br: 10.6723 3.6612 -1.3537  -0.14
H: 9.7654 3.2079 -4.1193  0.37
H: 10.3682 1.6014 -4.5712  0.18
H: 12.0377 2.5260 -3.0702  0.38
H: 11.1290 1.3417 -2.1081  0.36
Br: 11.6595 2.2843 2.0635  -0.10
C: 13.1940 3.0813 2.9441  -0.58
C: 13.3092 4.5555 2.6620  -0.59
Br: 13.9757 4.9074 0.8722  -0.13
H: 14.0677 2.5310 2.6116  0.36
H: 13.0397 2.9159 4.0077  0.32
H: 14.0292 5.0115 3.3369  0.34
H: 12.3541 5.0632 2.7447  0.37
Br: 9.3305 -0.0159 -6.9020  -0.15
C: 7.4584 -0.3586 -6.4902  -0.31
C: 6.5527 0.0326 -7.6256  -0.59
Br: 6.3410 1.9583 -7.7543  -0.14
H: 7.2418 0.1885 -5.5789  0.08
H: 7.3908 -1.4268 -6.3003  0.35
H: 5.5548 -0.3647 -7.4577  0.36
H: 6.9274 -0.3040 -8.5863  0.39
Br: -2.8905 -8.8429 -0.3973  -0.17
C: -1.8555 -7.2027 -0.1824  -0.40
C: -0.7605 -7.0832 -1.1997  -0.46
Br: 0.7547 -8.2527 -0.8116  -0.19
H: -1.4812 -7.2055 0.8351  0.41
H: -2.5545 -6.3804 -0.3170  0.18
H: -0.3651 -6.0712 -1.1857  0.23
H: -1.0953 -7.3378 -2.1989  0.42

Results
Net charge: -1
HOMO energy in Eh: -0.19657
Orbital gap in hartree: 0.2487


2.
Formula: C46H47IN10O2PSeV
Source: OMol25
Level of theory: ωB97M-V with the def2-TZVPD basis set

Last column: Mulliken charge in e.
Geometry (Å):
V: -0.4351 0.6722 0.9526  0.22
C: 2.2553 0.3971 4.3718  -0.81
C: 1.5518 1.1345 5.3135  -1.12
C: 0.4301 1.8381 4.9106  -0.70
C: 0.0178 1.7623 3.5860  0.14
N: 0.6629 0.9862 2.6986  1.23
C: 1.7759 0.3545 3.0819  -0.51
C: -1.0867 2.5805 3.0398  0.92
C: -1.8803 3.3517 3.8621  -0.81
C: -2.8084 4.2041 3.2810  -1.60
C: -2.8733 4.2595 1.9109  -0.76
C: -2.0761 3.4203 1.1297  0.54
N: -1.2011 2.5710 1.6886  1.02
C: -2.1135 3.5197 -0.3470  0.62
C: -2.9160 4.4461 -1.0055  -0.96
C: -2.8022 4.5649 -2.3777  -1.13
C: -1.8873 3.7668 -3.0416  -1.04
C: -1.1606 2.8520 -2.2999  -0.40
N: -1.2778 2.7100 -0.9854  0.59
H: 3.1637 -0.1303 4.6250  0.62
H: 1.8888 1.1864 6.3398  0.52
H: -0.0936 2.4640 5.6150  0.49
H: 2.2883 -0.1753 2.2979  -0.01
H: -1.7787 3.3105 4.9345  0.50
H: -3.4465 4.8266 3.8924  0.52
H: -3.5478 4.9523 1.4350  0.44
H: -3.6156 5.0741 -0.4775  0.44
H: -3.4057 5.2812 -2.9178  0.49
H: -1.7384 3.8540 -4.1080  0.57
H: -0.4249 2.2234 -2.7871  0.74
O: -2.1294 0.1875 1.9916  -0.39
C: -1.2791 -0.6506 2.1626  1.13
C: -1.0787 -1.7553 3.0434  -0.46
C: -1.8814 -1.9863 4.1644  -0.41
C: -1.5368 -3.0324 5.0002  -0.93
C: -0.4279 -3.8258 4.7061  -0.86
C: 0.3468 -3.6098 3.5699  -0.80
C: 0.0181 -2.5667 2.7204  0.49
P: 0.7859 -2.1656 1.1195  2.83
C: 2.3633 -3.0797 1.1483  0.86
C: 3.5496 -2.4647 1.5521  -0.66
C: 4.7163 -3.1996 1.6942  -0.93
C: 4.7131 -4.5626 1.4342  -0.71
C: 3.5405 -5.1865 1.0337  -0.79
C: 2.3725 -4.4536 0.8932  -0.66
C: -0.2042 -3.0953 -0.0866  0.01
C: -1.4883 -3.5622 0.1734  -0.70
C: -2.2056 -4.2208 -0.8157  -0.92
C: -1.6483 -4.4216 -2.0686  -0.78
C: -0.3644 -3.9601 -2.3357  -0.72
C: 0.3497 -3.2908 -1.3556  -0.46
H: -2.7344 -1.3525 4.3697  0.64
H: -2.1238 -3.2362 5.8844  0.51
H: -0.1698 -4.6386 5.3721  0.48
H: 1.1855 -4.2575 3.3516  0.59
H: 3.5922 -1.4024 1.7448  0.86
H: 5.6277 -2.7090 2.0079  0.48
H: 5.6222 -5.1378 1.5437  0.45
H: 3.5303 -6.2493 0.8350  0.49
H: 1.4663 -4.9617 0.5914  0.54
H: -1.9388 -3.4445 1.1510  0.46
H: -3.1952 -4.5979 -0.5961  0.51
H: -2.2024 -4.9556 -2.8284  0.47
H: 0.0889 -4.1514 -3.2997  0.63
H: 1.3650 -2.9677 -1.5653  0.49
N: -5.2562 -0.2475 -0.7106  -0.31
C: -4.9001 0.8775 -0.0632  0.45
O: -3.7630 1.3345 -0.1007  -0.24
C: -5.9956 1.5664 0.7191  -1.09
I: -5.7363 1.2366 2.8081  0.05
H: -4.5715 -0.7245 -1.2736  0.17
H: -6.2030 -0.5837 -0.7097  0.21
H: -6.9977 1.2282 0.4731  0.55
H: -5.9175 2.6381 0.5681  0.29
C: 4.0621 4.2816 -0.8134  -0.85
N: 4.2321 2.8728 -1.1524  0.16
C: 5.2964 2.3603 -1.8650  -0.66
C: 5.1099 1.0300 -1.9635  -0.48
N: 3.9257 0.7388 -1.3073  0.51
C: 3.4132 -0.6049 -1.1300  -1.04
C: 3.3936 1.8740 -0.8114  -0.13
Se: 1.8298 2.2381 0.1529  -0.16
H: 4.8728 4.8354 -1.2772  0.32
H: 4.0969 4.4081 0.2667  0.35
H: 3.1066 4.6368 -1.1937  0.32
H: 6.0874 2.9915 -2.2285  0.48
H: 5.7058 0.2630 -2.4244  0.57
H: 4.1703 -1.2319 -0.6631  0.81
H: 3.1419 -1.0377 -2.0938  0.42
H: 2.5417 -0.5553 -0.4779  -0.43
C: 1.1055 0.6788 -5.1584  -1.37
C: -0.1980 -0.0819 -5.3935  0.78
C: -1.3915 0.8513 -5.5578  -1.29
C: -0.4751 -1.1561 -4.3498  -1.32
N: -0.6278 -0.6490 -2.9674  1.53
C: 0.2292 -0.0284 -2.1620  -2.31
N: -0.3397 0.0608 -0.9767  1.15
N: -1.5468 -0.5176 -1.0802  0.57
N: -1.7308 -0.9433 -2.2625  -1.32
H: 1.4259 1.1674 -6.0768  0.45
H: 1.9192 0.0198 -4.8436  0.34
H: 0.9849 1.4722 -4.4148  0.24
H: -0.0872 -0.6551 -6.3198  0.35
H: -1.6766 1.3018 -4.6042  0.09
H: -2.2619 0.3239 -5.9465  0.42
H: -1.1559 1.6575 -6.2509  0.43
H: 0.3132 -1.9086 -4.3081  0.39
H: -1.4209 -1.6586 -4.5485  0.46
H: 1.1985 0.3448 -2.4331  0.61

Results
Net charge: +3
HOMO energy (alpha / beta) in Eh: -0.54513 / -0.54557
Orbital gap (alpha / beta) in hartree: 0.2247 / 0.2352
Multiplicity: 2


3.
Formula: H2MoO11P2S
Source: OMol25
Level of theory: ωB97M-V with the def2-TZVPD basis set

Last column: Mulliken charge in e.
Geometry (Å):
Mo: -0.8494 -0.3546 -0.2962  2.12
O: -0.4464 0.1840 -1.9574  -0.57
P: 2.1152 -0.2003 -0.7001  1.03
O: 3.0375 -0.6219 -1.7086  -0.35
O: 1.0014 -1.0604 -0.0770  -0.38
O: 2.0549 1.2207 -0.1218  -0.13
P: 0.9769 2.1160 0.8226  0.90
O: 1.4412 1.7231 2.2276  -0.39
O: 0.7398 3.4278 0.3041  -0.41
O: -0.3515 1.0958 0.6322  -0.46
H: -0.6380 0.3385 -2.9049  0.33
H: 1.6657 2.4172 2.8826  0.42
O: -1.3847 -2.4535 -0.9749  -0.28
S: -2.2048 -2.3404 0.2435  1.25
O: -3.3051 -3.1198 0.5639  -0.31
O: -2.6031 -0.5850 -0.1925  -0.46
O: -1.2495 -1.7870 1.2568  -0.30

Results
Energy above the lowest of the compared OMol25 structures with the same formula, charge and spin in kcal/mol: 46.1
Net charge: +2
HOMO energy in Eh: -0.76044
Orbital gap in hartree: 0.3072


4.
Formula: C3H10NO3
Source: OMol25
Level of theory: ωB97M-V with the def2-TZVPD basis set

Last column: Mulliken charge in e.
Geometry (Å):
C: -1.7071 1.0638 0.3097  -1.16
C: -1.1129 -0.2230 -0.2477  -0.47
C: 0.3185 -0.3760 0.1655  0.52
N: 1.0140 -1.5469 -0.6442  -0.35
O: 0.4659 -0.5198 1.4415  -0.43
O: 2.0674 1.0966 0.2910  -0.43
O: 0.9359 0.8803 -0.4690  -0.20
H: -1.6031 1.3492 1.4321  0.27
H: -2.8136 1.0862 0.1958  0.37
H: -1.2263 1.9405 -0.2562  0.30
H: -1.2145 -0.0240 -1.3715  0.32
H: -1.8108 -1.1001 0.0097  0.39
H: 1.9589 -1.8820 -0.6207  0.34
H: 0.7870 -1.2732 -1.6342  0.39
H: 0.4929 -2.4710 -0.5214  0.39
H: 1.1110 0.0287 1.9451  0.39
H: 2.3367 1.9707 -0.0255  0.35

Results
Energy above the lowest of the compared OMol25 structures with the same formula, charge and spin in kcal/mol: 117.1
Net charge: +1
Structure (SMILES): CC[C@]([NH3+])(O)OO
HOMO energy in Eh: -0.53287
Orbital gap in hartree: 0.4017